ORCA calculation (ωB97M-V/def2-TZVPD) on one molecule with the formula C2H5OP in a non-equilibrium geometry.

Element x y z (Å)
C 0.407452 -0.203785 -1.649088
C 0.154455 -0.373550 -0.376221
O -0.721020 0.366746 0.463483
P 0.051273 0.757488 1.874180
H 1.127499 -0.791197 -2.122856
H 0.030733 0.674074 -1.986733
H 0.631265 -1.016403 0.352293
H -0.923719 1.575486 2.320132
H 0.973603 1.766802 1.379787

Forces on the atoms, in the same order (eV/Å):
-0.05 -0.59 2.20
-0.35 -0.28 2.87
0.33 0.26 -1.93
1.56 -0.82 -0.30
0.80 -0.73 -0.80
-1.24 2.24 -1.98
0.54 -1.08 -0.79
-0.97 1.16 0.44
-0.61 -0.16 0.30

Output
HOMO level, eV: -9.257
Relative energy (zero: lowest compared OMol25 entry of this formula, charge and spin), kcal per mole: 34.9
Total charge: 0
Strongest force on any atom, hartree/bohr: 0.063
Lowest unoccupied orbital energy, eV: 1.05
SMILES: C=COP
E_tot, Eh: -495.7250